Version 1
DFT (ωB97M-V/def2-TZVPD) results for the ion CHN4O with charge -1.

SMILES string = [O-]n1cnnn1
LUMO energy = 4.826 eV
charge = -1
spin multiplicity = 1
orbital gap = 7.9 eV

Positions of all 7 atoms, in Å:
N 0.036 -0.840 0.001
N 1.184 1.163 0.011
H -1.904 0.214 0.170
N 1.564 0.021 -0.043
O 0.000 -2.105 -0.011
C -0.772 0.156 -0.121
N -0.110 1.390 -0.008

Here are the Mulliken charges for atoms 1 to 6, given in e: 0.37 -0.15 0.28 -0.22 -0.79 -0.08

Version 2
DFT (ωB97M-V/def2-TZVPD) results for a cluster of 2 separate species, CHN4O in total.

LUMO energy = 4.481 eV
charge = -1
spin multiplicity = 1
orbital gap = 7.2 eV

Positions of all 7 atoms, in Å:
N 1.341 0.626 -0.308
H -1.355 0.162 0.223
N 3.043 -0.888 -0.037
N -3.224 -0.768 -0.179
O 0.297 1.236 0.228
N 2.179 -0.155 0.022
C -2.280 -0.213 0.052

Here are the Mulliken charges for atoms 1 to 6, given in e: -0.03 0.25 -0.70 -0.39 -0.74 0.53

version 1 (79.7 kJ/mol below the next structure)